(1)
Computed, not measured: a gas-phase ion, C5H5Br3NO2 (charge -1) in a non-equilibrium geometry, with ωB97M-V with the def2-TZVPD basis set.

Computed properties:
SMILES ... C/C(Br)=C(/Br)N[C@H](Br)C(=O)[O-]
Total energy ... -220980.4862 eV
Kohn-Sham gap ... 7.46 eV
Max |F| ... 1.84 eV/A

ORCA input file:
```
! wB97M-V def2-TZVPD RIJCOSX def2/J DEFGRID3
* xyz -1 1
C 2.147 0.962 0.281
C 1.823 -0.447 -0.117
Br 3.323 -1.451 -0.766
C 0.613 -0.988 -0.009
Br 0.346 -2.822 -0.528
N -0.488 -0.333 0.504
C -1.690 -0.374 -0.287
Br -1.360 0.248 -2.146
C -2.792 0.482 0.361
O -3.958 0.153 0.058
O -2.453 1.429 1.093
H 2.655 0.949 1.246
H 1.285 1.619 0.310
H 2.867 1.347 -0.437
H -0.284 0.622 0.769
H -2.033 -1.398 -0.332
*
```

(2)
Computed, not measured: a gas-phase ion, C2H3O2Se (charge -1) in a non-equilibrium geometry, with ωB97M-V with the def2-TZVPD basis set.

Computed properties:
Total energy ... -71564.8492 eV
Kohn-Sham gap ... 6.66 eV
Max |F| ... 5.90 eV/A
Energy above the lowest of the compared OMol25 structures with the same formula, charge and spin ... 13.80 kcal per mole

ORCA input file:
```
! wB97M-V def2-TZVPD RIJCOSX def2/J DEFGRID3
* xyz -1 1
C 0.899 -0.382 -0.177
C -0.295 0.820 0.113
O 0.423 -1.543 -0.112
O 2.048 -0.136 -0.388
Se -1.999 0.082 -0.285
H -0.213 1.903 -0.351
H -0.299 0.948 1.189
H -0.563 -1.693 0.012
*
```